1.
{"formula": "C18H18N2O3S2", "method": "ωB97M-V with the def2-TZVPD basis set", "homo_lumo_gap_ha": 0.2618, "multiplicity": 1, "e_tot_ha": -1827.866411, "mol_weight_g_mol": 374.49, "symbols": ["C", "H", "H", "H", "S", "C", "C", "C", "N", "C", "O", "C", "C", "C", "C", "C", "C", "C", "O", "H", "H", "H", "H", "H", "C", "O", "N", "H", "C", "C", "C", "C", "C", "S", "H", "H", "H", "H", "H", "H", "H", "H", "H"], "xyz": [[2.738, 3.563, 1.713], [2.271, 4.183, 0.947], [3.894, 3.933, 1.576], [2.359, 3.613, 2.615], [2.622, 1.652, 0.942], [0.735, 1.489, 1.222], [-0.051, 2.124, 0.184], [-0.679, 1.315, -1.083], [-1.885, 0.698, -0.471], [-3.079, 1.022, -0.742], [-3.430, 2.234, -1.386], [-4.129, 0.177, -0.207], [-5.379, -0.193, -0.224], [-5.958, -0.994, 0.602], [-5.209, -2.037, 1.094], [-3.881, -1.957, 1.355], [-3.203, -1.028, 0.610], [-1.854, -0.544, 0.461], [-0.727, -0.921, 0.757], [-3.226, -2.607, 1.853], [-5.723, -2.846, 1.644], [-7.172, -1.089, 0.731], [-6.007, 0.836, -0.571], [-1.110, 1.948, -1.621], [0.177, 0.332, -1.834], [-0.298, -0.767, -2.105], [1.519, 0.164, -1.618], [1.969, 1.243, -1.093], [2.330, -0.764, -1.876], [3.105, -1.321, -0.696], [2.481, -1.725, 0.271], [3.358, -2.221, 1.204], [4.703, -1.867, 1.018], [4.765, -1.310, -0.578], [5.533, -2.141, 1.569], [3.145, -2.448, 2.300], [1.434, -1.970, 0.226], [1.796, -1.470, -2.214], [3.139, -0.306, -2.672], [-0.852, 3.037, 0.516], [0.800, 2.805, -0.399], [0.518, 0.568, 1.397], [0.364, 1.910, 2.169]], "mulliken_charge": [-0.8935, 0.3124, 0.2838, 0.3595, -0.0122, -0.7885, -0.8301, -0.8357, 0.0745, 0.4586, -0.7486, 0.4811, -0.3527, -0.1928, -0.4689, -0.5393, 0.2546, 0.2869, -0.5537, 0.5052, 0.3383, 0.2375, 0.2016, 1.1166, 0.5174, -0.7097, -0.1426, 0.2974, -1.1270, 0.5228, -0.0893, -0.8336, -0.4058, -0.2111, 0.5613, 0.2317, 0.3886, 0.5904, 0.2706, 0.2707, 0.3660, 0.4663, 0.3413]}

---

2.
{"formula": "C9H12Br19I3OSSi2", "method": "ωB97M-V with the def2-TZVPD basis set", "homo_lumo_gap_ha": 0.3271, "multiplicity": 1, "e_tot_ha": -51202.045183, "mol_weight_g_mol": 2123.32, "symbols": ["C", "C", "I", "C", "I", "Si", "S", "O", "Si", "Br", "I", "H", "H", "H", "H", "H", "H", "C", "Br", "Br", "Br", "H", "C", "Br", "Br", "Br", "H", "C", "Br", "Br", "Br", "H", "C", "Br", "Br", "Br", "H", "C", "Br", "Br", "Br", "H", "C", "Br", "Br", "Br", "H"], "xyz": [[-1.271, 0.793, 1.839], [-0.578, -0.417, 1.243], [-1.489, -2.220, 1.755], [0.465, -0.322, 0.413], [1.343, -1.929, -0.568], [1.317, 1.272, -0.031], [0.269, 2.358, -1.545], [1.479, 2.265, 1.288], [2.850, 2.852, 1.950], [4.043, 3.849, 0.385], [4.108, 1.015, 2.870], [-0.552, 1.504, 2.250], [-1.979, 0.518, 2.621], [-1.839, 1.270, 1.031], [2.663, 0.942, -0.511], [0.035, 3.397, -0.723], [2.527, 3.831, 2.985], [3.395, 2.006, -3.714], [2.752, 2.696, -5.386], [2.783, 0.209, -3.405], [5.307, 2.125, -3.573], [2.975, 2.620, -2.926], [4.797, -2.404, -2.044], [3.653, -3.271, -3.326], [5.115, -3.526, -0.516], [6.435, -1.807, -2.848], [4.274, -1.522, -1.693], [-3.360, 1.798, -2.532], [-3.842, 2.116, -0.696], [-3.802, 0.007, -3.066], [-4.131, 3.109, -3.701], [-2.284, 1.894, -2.590], [-0.791, -0.460, 5.389], [-2.706, -0.610, 5.383], [-0.223, 1.380, 5.362], [-0.010, -1.406, 6.867], [-0.428, -0.927, 4.481], [-0.066, -5.229, -4.904], [-0.115, -6.937, -5.781], [0.377, -5.397, -3.042], [1.117, -4.007, -5.805], [-1.060, -4.808, -4.960], [-6.828, 0.330, 4.369], [-7.070, -1.224, 3.266], [-6.183, -0.144, 6.118], [-5.675, 1.618, 3.525], [-7.795, 0.795, 4.496]], "mulliken_charge": [-0.3240, 0.0355, 0.1036, 0.0984, 0.2639, 0.0318, -0.3634, 0.1010, 0.2140, -0.2050, -0.0325, 0.1620, 0.2334, -0.1752, -0.0915, 0.1416, -0.1200, -0.1063, -0.0213, 0.0819, -0.0304, 0.1187, 0.2347, 0.0498, -0.0152, -0.0381, -0.2688, 0.2045, -0.0049, 0.0023, -0.0241, -0.1827, -0.0930, 0.0646, -0.0174, -0.0409, 0.0766, -0.3119, -0.0226, -0.0124, -0.0428, 0.3559, -0.3732, 0.0022, -0.0366, 0.0251, 0.3524]}

---

3.
{"formula": "C37H29F5I2O4", "method": "ωB97M-V with the def2-TZVPD basis set", "homo_lumo_gap_ha": 0.2840, "multiplicity": 1, "e_tot_ha": -2822.864164, "mol_weight_g_mol": 886.43, "symbols": ["C", "C", "I", "C", "I", "C", "C", "O", "C", "O", "O", "C", "O", "H", "H", "H", "H", "F", "C", "C", "C", "C", "C", "C", "H", "H", "H", "H", "H", "F", "C", "C", "C", "C", "C", "C", "H", "H", "H", "H", "H", "F", "C", "C", "C", "C", "C", "C", "H", "H", "H", "H", "H", "F", "C", "C", "C", "C", "C", "C", "H", "H", "H", "H", "H", "F", "C", "C", "C", "C", "C", "C", "H", "H", "H", "H", "H"], "xyz": [[0.876, -0.009, 2.553], [0.872, 0.702, 1.125], [2.838, 0.921, 0.163], [-0.295, 1.196, 0.456], [-0.112, 2.104, -1.526], [-1.669, 1.040, 1.244], [-2.533, -0.087, 1.265], [-2.398, -1.332, 0.608], [-3.662, 0.418, 2.274], [-4.357, -0.399, 2.911], [-3.629, 1.843, 2.292], [-2.235, 2.192, 2.197], [-1.593, 3.107, 2.736], [1.753, 0.454, 3.143], [1.032, -1.135, 2.363], [-0.059, 0.168, 3.181], [-3.310, -1.609, 0.340], [-0.919, 0.251, -5.658], [-1.025, -0.814, -4.847], [-1.377, -0.625, -3.521], [-1.492, -1.729, -2.682], [-1.243, -3.007, -3.177], [-0.886, -3.183, -4.511], [-0.781, -2.081, -5.353], [-1.558, 0.378, -3.151], [-1.774, -1.593, -1.644], [-1.329, -3.867, -2.520], [-0.688, -4.179, -4.894], [-0.513, -2.200, -6.396], [-10.587, 2.276, 2.488], [-9.677, 1.392, 2.926], [-10.103, 0.232, 3.554], [-9.160, -0.687, 4.003], [-7.802, -0.431, 3.828], [-7.386, 0.740, 3.200], [-8.329, 1.654, 2.741], [-11.163, 0.053, 3.688], [-9.482, -1.602, 4.489], [-7.067, -1.146, 4.183], [-6.329, 0.939, 3.069], [-8.023, 2.566, 2.242], [2.395, -2.114, 0.786], [3.055, -3.249, 1.064], [2.583, -4.084, 2.066], [3.264, -5.263, 2.351], [4.416, -5.588, 1.638], [4.883, -4.741, 0.637], [4.196, -3.567, 0.345], [1.690, -3.809, 2.616], [2.900, -5.926, 3.127], [4.949, -6.506, 1.863], [5.782, -4.994, 0.086], [4.540, -2.899, -0.437], [3.535, 0.304, 4.453], [4.664, 1.013, 4.291], [5.666, 0.518, 3.472], [6.834, 1.255, 3.301], [6.989, 2.472, 3.959], [5.977, 2.957, 4.783], [4.805, 2.226, 4.946], [5.531, -0.435, 2.974], [7.622, 0.881, 2.656], [7.902, 3.044, 3.828], [6.102, 3.903, 5.298], [4.004, 2.591, 5.577], [2.009, 4.836, -4.904], [1.958, 4.051, -5.992], [1.256, 2.857, -5.937], [1.199, 2.046, -7.066], [1.855, 2.433, -8.233], [2.562, 3.632, -8.274], [2.610, 4.448, -7.149], [0.759, 2.571, -5.016], [0.647, 1.115, -7.038], [1.814, 1.798, -9.112], [3.075, 3.930, -9.182], [3.147, 5.389, -7.165]], "mulliken_charge": [-0.4254, -0.1169, -0.0132, -0.2511, 0.1753, -0.0712, 0.7134, -0.4583, 0.5124, -0.5161, -0.2262, 0.3179, -0.5177, 0.0288, 0.1297, 0.3335, 0.3731, -0.3132, 0.1486, -0.3734, -0.1009, -0.7222, -0.3994, -0.3932, 0.5833, 0.3498, 0.4067, 0.3706, 0.4178, -0.3080, 0.2664, -0.4480, -0.3013, -0.5829, -0.0142, -0.4812, 0.3986, 0.3604, 0.4003, 0.2799, 0.4214, -0.0135, 0.3840, -0.4098, -0.4250, -0.5042, -0.3751, -0.4659, 0.3702, 0.3643, 0.3610, 0.3705, 0.4131, -0.3338, 0.2539, -0.2804, -0.4304, -0.4589, -0.3785, -0.3836, 0.5003, 0.3670, 0.3616, 0.3576, 0.4115, -0.2953, 0.2919, -0.4766, -0.2158, -0.5578, -0.3484, -0.4244, 0.4931, 0.3944, 0.3637, 0.3607, 0.4052]}